# 1
18
Properties=species:S:1:pos:R:3:forces:R:3 method="wB97M-V/def2-TZVPD" e_lumo_ev=0.86 orbital_gap_ev=10.15 e_homo_ha=-0.3412 relative_energy_kj_mol=111.8
C 0.81376 1.40519 0.34810 0.2 0.1 0.0
C 0.60052 0.06113 -0.35191 0.3 0.1 -0.2
C 1.40645 -1.13514 0.14357 0.2 0.0 0.0
N -0.81560 -0.25866 -0.37517 0.2 0.2 -0.1
C -1.30316 -0.44434 0.99832 -0.3 -0.1 0.0
C -1.40535 0.10610 -1.56871 0.0 0.0 0.2
O -0.78370 0.65948 -2.46496 -0.5 -0.3 0.2
H 0.90636 1.34305 1.43867 0.0 -0.1 -0.2
H 1.71332 1.87019 -0.05156 0.1 0.1 0.2
H -0.03429 2.06409 0.11918 0.3 -0.1 0.0
H 0.84393 0.22052 -1.39434 0.3 0.0 0.0
H 0.95027 -2.06143 -0.22844 0.2 0.2 0.0
H 2.41257 -1.06449 -0.27106 0.1 -0.1 0.2
H 1.48755 -1.21330 1.23376 0.0 0.1 -0.1
H -0.44928 -0.27039 1.67068 -0.4 -0.1 -0.3
H -2.05081 0.29227 1.30081 -0.2 -0.2 -0.2
H -1.63442 -1.46209 1.21991 -0.2 0.1 -0.3
H -2.44804 -0.17835 -1.76945 -0.1 0.0 0.7

***

# 2
18
Properties=species:S:1:pos:R:3:forces:R:3 method="wB97M-V/def2-TZVPD" e_lumo_ev=0.43 orbital_gap_ev=9.70 e_homo_ha=-0.3408 relative_energy_kj_mol=218.6
C -2.11160 -0.00872 -0.53705 -1.0 1.2 -0.4
N -1.34368 0.58981 0.26638 -0.1 -0.1 -0.1
C -0.04423 0.96057 -0.14014 0.8 -0.5 0.2
C 0.59862 1.92197 0.50648 0.7 -0.1 0.4
C 0.70660 0.13746 -1.17868 -1.0 0.0 0.2
C 0.72636 -1.35753 -0.89366 0.7 -0.9 -0.6
H -3.14304 -0.18013 -0.24549 0.1 -0.5 0.4
H -1.96729 -0.08419 -1.61324 0.6 -0.4 -0.1
H 1.67116 1.96742 0.35970 -0.1 0.5 -0.3
H 0.19937 2.56095 1.27597 -0.4 -0.1 0.1
H 1.72567 0.49988 -1.23881 0.1 0.1 -0.1
H 0.23360 0.34623 -2.14006 0.1 -0.2 -0.2
H 1.01435 -1.91926 -1.79082 0.1 0.2 -0.1
H -0.19743 -1.84913 -0.59907 -0.2 0.4 0.3
H 1.50826 -1.61071 -0.17394 -0.2 0.1 0.2
O -0.06327 -0.62225 3.05263 0.1 -0.1 -0.1
H -0.29644 -0.29673 2.17410 -0.2 0.2 0.1
H 0.78298 -1.05564 2.91573 0.1 0.0 0.1

***

# 3
18
Properties=species:S:1:pos:R:3:forces:R:3 method="wB97M-V/def2-TZVPD" e_lumo_ev="-1.38 / -1.38" orbital_gap_ev="7.48 / 7.48" e_homo_ha="-0.3257 / -0.3257" relative_energy_kj_mol=495.6
C 0.95736 0.37946 -1.75589 0.1 0.0 0.0
C -0.37383 -0.26775 -1.37857 0.0 0.1 0.1
C -0.39162 -1.02579 -0.10069 -0.1 -0.1 -0.3
N 1.46268 -0.12232 1.62310 -0.3 0.0 0.0
C 0.21307 -0.39452 1.87767 0.1 -0.1 0.1
O -0.36053 -1.17914 2.61394 0.2 0.2 -0.2
C -0.88429 0.79880 1.25703 -0.2 0.2 -0.1
H 0.94117 0.70037 -2.80141 0.0 0.0 0.2
H 1.15759 1.26572 -1.14462 0.0 -0.1 -0.1
H 1.79136 -0.31766 -1.62416 -0.1 0.1 0.0
H -1.20046 0.44938 -1.42881 0.1 -0.1 0.0
H -0.61327 -1.05360 -2.11829 0.0 0.0 0.1
H -1.34146 -1.39373 0.27217 0.2 0.1 0.0
H 0.42957 -1.71784 0.04930 -0.1 0.1 0.0
H 1.53186 0.59962 0.91339 0.0 -0.1 0.1
H -1.90439 0.46277 1.07820 0.2 0.0 0.0
H -0.52624 1.46277 0.46920 0.0 -0.1 0.1
H -0.88855 1.35346 2.19844 0.0 -0.1 -0.1

***

# 4
18
Properties=species:S:1:pos:R:3:forces:R:3 method="wB97M-V/def2-TZVPD" e_lumo_ev=0.87 orbital_gap_ev=10.17 e_homo_ha=-0.3418 relative_energy_kj_mol=44.2
C -0.21764 1.67948 -0.57639 0.0 0.0 0.0
C -0.17862 0.15961 -0.71595 0.0 0.0 -0.1
C 1.10750 -0.30568 -1.40415 0.0 0.0 0.0
N -0.40529 -0.52326 0.56297 -0.1 -0.2 0.0
C 0.22909 -0.08423 1.78749 0.1 0.0 0.1
C -1.21057 -1.62073 0.56902 0.0 0.0 -0.2
O -1.77941 -2.08641 -0.40170 0.2 0.1 0.3
H 0.65873 2.06494 -0.04100 -0.1 -0.1 0.0
H -0.21580 2.13165 -1.57398 0.0 -0.1 0.2
H -1.12115 2.01326 -0.05582 0.1 -0.1 -0.1
H -1.02165 -0.15967 -1.33463 0.1 0.1 0.1
H 1.17657 -1.39747 -1.40176 0.0 0.1 0.0
H 1.10832 0.02863 -2.44799 0.0 0.0 0.2
H 2.00321 0.10674 -0.92299 -0.1 -0.1 0.0
H 1.32258 -0.07552 1.70394 -0.1 0.0 0.0
H -0.10792 0.91502 2.08711 0.1 -0.1 -0.1
H -0.03969 -0.78107 2.58761 0.1 0.1 -0.1
H -1.30825 -2.06531 1.57823 0.0 0.0 -0.1

***

# 5
18
Properties=species:S:1:pos:R:3:forces:R:3 method="wB97M-V/def2-TZVPD" e_lumo_ev="0.36 / 0.36" orbital_gap_ev="8.22 / 8.22" e_homo_ha="-0.2889 / -0.2889" relative_energy_kj_mol=488.5
C -0.37929 -0.19534 0.02906 0.7 0.8 0.0
C 0.24683 0.76136 -0.82025 -0.8 -0.9 -1.1
C -1.64148 0.12980 0.77936 0.0 0.0 -0.1
N -0.14313 -1.48931 -0.34693 0.7 0.4 0.3
C 0.96747 0.71715 0.94280 -0.2 -0.5 0.4
C 1.97924 -0.02915 1.35927 -0.2 -0.1 0.0
O -0.69485 -0.05129 -2.49067 0.2 0.2 0.1
H -0.23683 0.05644 -3.33204 0.0 0.2 0.1
H -0.65073 -2.20226 0.15529 0.1 0.0 -0.4
H -0.04420 -1.49383 -1.38299 -0.5 -0.2 0.5
H 1.12871 0.48073 -1.36801 0.1 0.1 0.2
H -0.14218 1.76696 -0.87622 0.1 0.0 0.1
H 0.73972 1.67661 1.39195 -0.1 0.0 0.0
H -2.47286 -0.02881 0.08893 0.0 0.0 0.0
H -1.75930 -0.52763 1.64216 0.0 0.0 0.0
H -1.67259 1.16497 1.11476 0.1 0.0 0.0
H 2.14600 -1.01861 0.94503 0.0 0.0 -0.1
H 2.62949 0.28223 2.16849 0.1 0.1 -0.1

***

# 6
18
Properties=species:S:1:pos:R:3:forces:R:3 method="wB97M-V/def2-TZVPD" e_lumo_ev=0.87 orbital_gap_ev=7.67 e_homo_ha=-0.2499 relative_energy_kj_mol=319.1
C -1.84934 -0.91803 -0.44529 0.0 0.0 0.0
C -1.53155 0.24654 0.48245 -0.1 0.0 0.0
N -0.07306 0.49304 0.61759 0.2 0.0 -0.1
C 0.44430 0.46245 1.84387 0.1 -0.1 0.0
C 0.59674 0.73481 -0.51714 -0.1 -0.1 0.0
C 2.02395 0.35624 -0.70051 0.1 0.3 0.3
O 2.14856 -0.64430 -1.71244 -0.1 -0.2 0.0
H -2.93419 -1.02390 -0.54530 0.1 0.0 0.1
H -1.44704 -1.85636 -0.04897 0.0 0.1 0.0
H -1.43155 -0.76051 -1.44270 -0.1 0.0 0.2
H -1.97735 1.17459 0.11248 0.1 -0.1 0.0
H -1.92144 0.06926 1.48704 0.1 0.1 -0.1
H 1.43138 0.87007 2.00339 -0.1 -0.1 0.0
H -0.10654 -0.01297 2.64179 0.0 0.1 -0.1
H 0.00013 0.96112 -1.39248 0.0 -0.1 0.1
H 2.66419 1.17519 -1.04302 -0.1 -0.1 0.1
H 2.43428 -0.00266 0.25800 -0.1 0.0 -0.2
H 1.52643 -1.34104 -1.46624 0.1 0.0 -0.2

***

# 7
18
Properties=species:S:1:pos:R:3:forces:R:3 method="wB97M-V/def2-TZVPD" e_lumo_ev=0.97 orbital_gap_ev=10.34 e_homo_ha=-0.3445 relative_energy_kj_mol=145.0
C -0.31920 0.80465 -1.71466 -0.2 0.3 -1.9
C -0.51088 -0.06391 -0.49968 0.6 0.1 0.2
C 0.03815 -1.47563 -0.78036 0.9 -0.1 0.9
C 0.11364 0.63340 0.75617 0.6 -1.4 -0.3
N 1.52702 0.23661 0.91732 -0.4 0.9 -0.1
C -0.71021 0.27510 1.96614 -0.2 0.3 0.6
O -1.66253 0.90323 2.34345 -0.2 0.1 -0.1
H 0.72202 0.90391 -2.03481 0.2 0.1 0.7
H -0.71793 0.36112 -2.64063 -0.4 -0.3 0.4
H -0.77156 1.79998 -1.72059 0.1 0.0 0.6
H -1.55467 -0.22626 -0.23828 -0.3 0.4 -0.4
H 0.66567 -1.86507 0.02657 -0.3 0.1 0.2
H 0.69402 -1.65136 -1.63318 -0.3 0.7 -0.3
H -0.79197 -2.12953 -0.85570 -0.7 -0.9 -0.3
H 0.08220 1.71058 0.64925 -0.2 0.2 -0.2
H 1.61310 -0.61318 1.45755 0.1 0.0 0.1
H 1.97902 0.99217 1.41855 0.3 -0.3 0.1
H -0.39587 -0.59582 2.58289 0.2 -0.2 -0.3

***

# 8
18
Properties=species:S:1:pos:R:3:forces:R:3 method="wB97M-V/def2-TZVPD" e_lumo_ev=1.08 orbital_gap_ev=10.49 e_homo_ha=-0.3457 relative_energy_kj_mol=286.7
C -2.25529 1.66772 0.63733 -0.1 0.0 0.0
C -1.21125 0.97154 -0.19350 -0.2 -0.1 -0.3
O -1.42378 0.01078 -0.90360 0.0 0.4 0.3
H -2.61555 2.53007 0.06399 0.0 -0.1 0.1
H -1.83056 2.03105 1.57691 0.0 -0.1 -0.2
H -3.09358 0.99773 0.83939 0.1 0.1 -0.1
H -0.21880 1.46920 -0.20112 -0.2 0.0 -0.1
C 1.92961 -0.22493 -1.58035 0.0 -0.2 0.0
C 1.72754 -1.53521 -1.50085 0.0 0.2 0.0
H 2.91569 0.21727 -1.45612 -0.1 -0.1 0.0
H 1.09900 0.44730 -1.78035 0.1 -0.1 0.0
H 0.73097 -1.94864 -1.63506 0.1 0.1 0.0
H 2.53583 -2.23558 -1.30115 -0.1 0.1 -0.1
C 0.29232 -1.21731 1.28086 -0.1 0.2 0.1
N -0.06193 -0.07154 1.68477 0.3 -0.3 0.1
H -0.33631 -1.72262 0.54339 0.1 0.1 0.2
H 1.20136 -1.73245 1.60420 -0.1 0.1 0.0
H 0.61474 0.34560 2.32125 0.0 -0.1 0.1